1.
{
  "formula": "C3H12O3S",
  "method": "the ωB97M-V functional and the def2-TZVPD basis",
  "elements": ["S", "C", "H", "H", "O", "H", "C", "H", "H", "H", "H", "H", "H", "H", "O", "H", "H", "C", "O"],
  "coordinates": [[-2.456, -0.793, 0.919], [0.257, -1.481, 0.651], [-2.504, -1.427, 2.097], [2.130, -0.777, 1.462], [0.301, 0.790, -2.287], [1.387, 0.169, -1.130], [1.711, -1.057, 0.509], [2.374, -1.974, 0.083], [1.712, 2.279, -0.419], [1.171, 3.619, -0.758], [-0.092, -1.882, -0.387], [0.609, 1.581, -1.886], [0.217, -2.378, 1.438], [0.016, 1.049, -3.188], [2.023, 0.050, -0.390], [-0.330, 0.194, 1.811], [-0.629, 0.471, 0.043], [-0.700, -0.264, 0.908], [0.879, 2.731, -0.607]],
  "forces_ev_per_angstrom": [[0.3, 0.5, 0.0], [-0.9, -1.1, -1.6], [0.2, 0.0, 0.0], [0.2, 0.1, 0.4], [-1.0, -1.3, -2.1], [0.3, -1.0, 0.5], [1.9, -1.4, -2.1], [-1.6, 1.8, 1.2], [0.0, -0.5, 0.4], [0.0, 1.0, -0.2], [0.6, 0.2, 1.8], [0.1, 1.8, 0.7], [-0.2, 2.1, -1.6], [0.3, -0.4, 0.8], [-0.6, -0.1, 0.6], [-0.5, 0.6, 0.4], [-0.1, -1.0, 1.2], [0.7, -1.0, -0.9], [0.3, -0.3, 0.2]],
  "homo_energy_ha": -0.3237,
  "energy_ha": -745.37140,
  "e_lumo_ha": 0.0165,
  "e_above_lowest_kj_mol": 76.74,
  "fmax_ha_per_bohr": 0.061
}


2.
{
  "formula": "C25H27CoN12PS2",
  "method": "the ωB97M-V functional and the def2-TZVPD basis",
  "elements": ["H", "N", "C", "N", "C", "H", "H", "C", "H", "H", "H", "H", "C", "N", "S", "Co", "C", "C", "C", "C", "N", "C", "C", "H", "H", "C", "C", "H", "C", "C", "H", "H", "H", "H", "N", "C", "H", "N", "N", "P", "H", "C", "H", "C", "H", "H", "C", "H", "H", "N", "H", "C", "N", "N", "N", "C", "C", "H", "N", "C", "C", "C", "H", "H", "H", "H", "C", "S"],
  "coordinates": [[4.380, -1.951, 2.109], [-2.311, 2.387, 2.473], [-4.603, 0.638, -2.446], [-1.674, -2.688, -3.122], [0.361, -2.120, -2.648], [4.639, 0.033, -2.386], [-0.230, -3.155, 1.439], [0.682, -4.610, -4.721], [-4.933, 1.108, -3.369], [-2.791, -4.224, 1.512], [-1.111, -5.798, -4.371], [0.394, -6.577, -3.873], [-0.131, 2.196, 2.344], [7.825, -1.197, -2.328], [2.025, 0.498, -1.445], [0.234, -0.072, 0.031], [-2.283, 1.041, -3.301], [4.578, -0.408, -1.400], [-3.640, 2.788, 2.892], [3.303, -0.885, 0.602], [-0.400, -1.761, -1.644], [-2.443, -3.225, 1.322], [3.379, -0.314, -0.692], [-4.976, -2.587, -0.143], [-4.181, 3.248, 2.067], [4.434, -1.517, 1.120], [-1.137, 2.828, 3.019], [-0.287, -5.280, -2.899], [5.617, -1.613, 0.404], [-1.049, 1.093, -2.722], [-0.083, 1.225, -3.178], [-1.021, -3.441, -5.367], [-4.203, 1.932, 3.261], [0.780, -4.975, -5.749], [-0.674, 1.387, 1.397], [-1.188, -2.689, 1.282], [-2.601, 1.122, -4.325], [-1.655, -2.108, -1.979], [-1.279, -1.360, 1.005], [-3.206, 0.579, 0.519], [0.512, -2.556, -5.425], [-1.986, 1.509, 1.488], [2.643, -3.653, -4.645], [-0.131, -5.624, -3.924], [-4.806, -0.432, -2.495], [-5.236, -1.399, 1.155], [-2.469, 0.814, -1.130], [0.935, 2.258, 2.478], [-5.149, 1.076, -1.613], [7.626, -2.847, 1.463], [-1.122, 3.537, 3.827], [5.691, -1.051, -0.878], [-0.413, -2.690, -3.575], [-1.180, 0.944, -1.372], [-3.183, 0.875, -2.282], [-0.069, -3.286, -4.860], [-2.561, -1.084, 0.875], [-5.110, -3.121, 1.545], [-3.312, -2.196, 1.071], [6.738, -2.297, 0.982], [-4.743, -2.333, 0.892], [2.082, -4.442, -4.142], [1.418, -1.933, -2.720], [2.645, -5.369, -4.247], [-3.538, 3.513, 3.695], [2.051, -4.212, -3.075], [6.885, -1.137, -1.668], [1.849, -0.826, 1.570]],
  "forces_ev_per_angstrom": [[0.0, 0.0, 0.0], [0.1, 0.0, 0.0], [0.0, 0.0, 0.0], [-0.1, 0.2, -0.2], [0.1, 0.0, 0.0], [0.0, 0.0, 0.0], [0.0, 0.0, 0.0], [0.0, -0.1, -0.1], [0.0, 0.0, 0.0], [0.0, 0.0, 0.0], [0.0, 0.0, 0.0], [0.0, 0.0, 0.0], [0.0, 0.0, 0.0], [0.0, 0.0, 0.0], [-0.1, 0.1, 0.1], [0.4, 0.0, 0.2], [0.0, 0.0, 0.0], [0.0, 0.0, 0.0], [0.0, 0.0, 0.0], [-0.1, 0.1, 0.0], [0.0, 0.2, -0.1], [0.0, 0.0, 0.0], [0.0, 0.0, 0.0], [0.0, 0.0, 0.0], [0.0, 0.0, 0.0], [0.0, 0.0, 0.0], [0.0, 0.0, 0.0], [0.0, 0.0, 0.0], [0.0, 0.0, 0.0], [0.0, 0.0, 0.0], [0.0, 0.0, 0.0], [0.0, 0.0, 0.0], [0.0, 0.0, 0.0], [0.0, 0.0, 0.0], [-0.1, -0.1, -0.1], [0.0, 0.0, 0.0], [0.0, 0.0, 0.0], [-0.1, -0.3, 0.2], [-0.2, 0.1, -0.1], [-0.1, 0.0, 0.0], [0.0, 0.0, 0.0], [0.0, 0.0, -0.1], [0.0, 0.0, 0.0], [0.0, 0.0, 0.0], [0.0, 0.0, 0.0], [0.0, 0.0, 0.0], [0.0, 0.1, 0.1], [0.0, 0.0, 0.0], [0.0, 0.0, 0.0], [0.0, 0.0, 0.0], [0.0, 0.0, 0.0], [0.0, 0.0, 0.0], [0.1, -0.1, 0.1], [-0.1, -0.1, 0.0], [0.0, 0.0, 0.0], [0.0, 0.0, 0.0], [0.0, 0.0, 0.1], [0.0, 0.0, 0.0], [0.0, 0.0, 0.0], [0.0, 0.0, 0.0], [0.0, 0.0, 0.0], [0.0, 0.0, 0.0], [0.0, 0.0, 0.0], [0.0, 0.0, 0.0], [0.0, 0.0, 0.0], [0.0, 0.0, 0.0], [0.0, 0.0, 0.0], [0.0, -0.1, -0.1]],
  "homo_energy_ha": [-0.2407, -0.2461],
  "energy_ha": -4146.49400,
  "s_squared": 3.7601,
  "e_lumo_ha": [0.0017, 0.0017],
  "multiplicity": 4,
  "fmax_ha_per_bohr": 0.009
}